No. 1
Density functional theory data (the ωB97M-V functional and the def2-TZVPD basis) for a molecular structure, C18H20N4O7RuS2 at a distorted geometry.

Values from the calculation:
ΔE to the lowest compared entry with this formula, charge and spin = 104.1 kJ/mol
E = -2335.0218 Eh
F_max = 1.2 eV/A

Geometry as ORCA input:
```
! wB97M-V def2-TZVPD RIJCOSX def2/J DEFGRID3
* xyz -1 2
Ru 0.345 -0.302 0.687
O -4.057 -0.606 0.018
C -3.107 -1.301 0.662
O -2.226 -1.872 0.087
C -3.207 -1.290 2.178
O -1.944 -1.239 2.767
C -1.277 -2.470 2.991
C -0.581 -3.119 1.773
O -0.811 -4.308 1.573
O 0.268 -2.412 1.128
H -3.703 -0.532 -0.905
H -3.763 -2.192 2.474
H -3.766 -0.414 2.511
H -1.962 -3.202 3.431
H -0.496 -2.218 3.712
S 1.692 -0.098 2.519
C 3.123 0.657 1.821
C 4.379 0.485 2.392
C 5.497 1.112 1.856
C 5.370 1.909 0.730
C 4.124 2.082 0.140
C 2.994 1.477 0.677
S 1.386 1.749 0.025
H 4.477 -0.154 3.261
H 6.468 0.962 2.313
H 6.243 2.387 0.300
H 4.020 2.697 -0.747
C -1.694 4.287 0.186
N -2.281 2.959 0.070
C -3.479 2.744 -0.733
C -1.700 1.957 0.673
N -1.185 1.076 1.217
H -2.296 4.928 0.834
H -1.631 4.735 -0.807
H -0.687 4.189 0.587
H -4.384 2.919 -0.147
H -3.466 1.733 -1.131
H -3.454 3.444 -1.568
C 2.328 -2.491 -2.902
N 1.069 -1.768 -2.837
C 0.104 -1.877 -3.795
C -1.110 -1.329 -3.638
C -1.431 -0.621 -2.404
O -2.557 -0.122 -2.232
N -0.428 -0.489 -1.492
C 0.749 -1.109 -1.677
O 1.590 -1.106 -0.737
H 2.543 -2.715 -3.946
H 2.273 -3.414 -2.324
H 3.120 -1.871 -2.490
H 0.392 -2.429 -4.680
H -1.866 -1.421 -4.402
*
```


No. 2
Density functional theory data (the ωB97M-V functional and the def2-TZVPD basis) for a molecular structure, LiN2O10SSr3 at a distorted geometry.

Values from the calculation:
ΔE to the lowest compared entry with this formula, charge and spin = 0.0 kJ/mol
E = -1358.6260 Eh
F_max = 5.8 eV/A

Geometry as ORCA input:
```
! wB97M-V def2-TZVPD RIJCOSX def2/J DEFGRID3
* xyz 3 1
Sr 0.716 0.600 -3.642
Sr 0.346 2.230 1.778
Sr 5.110 1.046 -0.462
Li 2.374 -2.881 -1.345
N -2.507 1.034 2.464
O -1.745 0.037 2.421
O -3.482 0.953 3.185
O -2.176 1.977 1.699
N -2.033 -0.654 -1.417
O -2.591 -1.068 -2.426
O -1.339 0.466 -1.560
O -1.838 -1.295 -0.400
S 1.812 -0.501 -0.074
O 2.225 -1.899 0.281
O 1.653 -0.436 -1.542
O 0.659 -0.138 0.739
O 2.816 0.528 0.302
*
```